(1)
{"formula": "C5H9N3O2S", "method": "the ωB97M-V functional and the def2-TZVPD basis", "de_lowest_kj_mol": 286.0, "energy_ev": -24727.56462, "homo_lumo_gap_ev": 8.13, "homo_ha": -0.2810, "elements": ["C", "C", "C", "C", "C", "N", "N", "N", "O", "O", "S", "H", "H", "H", "H", "H", "H", "H", "H", "H"], "xyz": [[-0.847, 1.900, -0.589], [1.242, -2.460, 0.786], [-1.773, -0.471, 0.055], [-0.313, -0.597, 0.488], [0.560, -1.557, -0.262], [-0.661, 3.080, -1.004], [0.155, 0.277, 1.251], [1.440, 0.620, 1.409], [2.411, -2.699, 0.691], [0.553, -2.781, 1.887], [-1.870, 0.735, -1.433], [-2.262, -1.329, -0.222], [-2.345, 0.070, 0.833], [-0.407, -2.556, 1.977], [1.419, -1.141, -0.720], [0.031, -2.259, -1.020], [-0.879, 3.734, -1.827], [-0.046, 3.605, -0.280], [2.274, -0.007, 1.088], [1.665, 1.378, 2.039]], "atomic_forces_ev_per_a": [[-1.788, -2.590, -0.475], [-0.489, 1.261, -0.456], [1.441, 3.203, 1.417], [-1.121, -1.199, -2.160], [-1.028, -2.461, 0.180], [2.355, 5.048, 0.462], [0.271, 2.272, 1.664], [2.083, -2.350, -1.025], [0.260, -0.666, 0.337], [-0.656, -0.869, 0.890], [0.970, 0.274, 1.084], [-0.976, -2.225, -0.724], [0.317, -0.482, -0.381], [1.352, 0.162, -0.848], [0.558, 0.792, -0.911], [0.624, 1.397, 1.180], [-0.178, -1.802, 1.003], [-1.341, -0.744, -1.976], [-2.171, 1.479, 0.802], [-0.480, -0.500, -0.063]], "lowdin_charge": [-0.512, -0.552, -0.367, -0.470, -0.052, -0.068, -0.035, 0.037, 0.101, 0.101, 0.808, 0.026, 0.079, 0.141, 0.099, 0.162, 0.138, 0.130, 0.143, 0.089]}

=====

(2)
{"formula": "C5H9N3O3", "method": "the ωB97M-V functional and the def2-TZVPD basis", "de_lowest_kj_mol": 399.5, "smiles": "CN1C[C@@H](ON=O)N=C1CO", "energy_ev": -15939.39755, "homo_lumo_gap_ev": 9.27, "homo_ha": -0.3243, "elements": ["C", "N", "C", "C", "O", "N", "O", "N", "C", "C", "O", "H", "H", "H", "H", "H", "H", "H", "H", "H"], "xyz": [[0.546, 1.112, -1.068], [0.438, 0.348, 0.175], [1.573, 0.171, 1.067], [0.973, -0.671, 2.193], [0.676, 0.140, 3.308], [-0.586, 0.663, 3.431], [-0.817, 1.305, 4.456], [-0.288, -1.165, 1.627], [-0.510, -0.471, 0.574], [-1.793, -0.798, -0.184], [-1.498, -1.302, -1.513], [-0.282, 1.696, -1.124], [1.501, 1.624, -1.161], [0.513, 0.459, -1.959], [1.923, 1.048, 1.542], [2.374, -0.440, 0.656], [1.563, -1.502, 2.493], [-2.527, -0.062, -0.355], [-2.241, -1.499, 0.467], [-1.123, -2.133, -1.547]], "atomic_forces_ev_per_a": [[1.570, -2.775, -0.380], [2.357, 1.785, -0.560], [-0.211, -1.421, 0.439], [-2.629, 0.175, -1.991], [0.659, 1.160, 3.037], [-1.938, 1.700, 1.652], [2.208, -2.554, -3.297], [0.338, -0.552, 0.646], [-2.035, -1.329, -0.444], [1.857, -0.902, -1.057], [-1.540, 3.293, 0.369], [-2.088, 2.339, -0.360], [-0.227, 0.330, 0.547], [-0.034, -0.064, 0.424], [0.620, 1.258, -0.109], [0.200, 0.342, -0.568], [0.660, -0.333, 0.773], [-0.349, 1.475, -0.034], [-0.615, -1.175, 0.388], [1.197, -2.749, 0.525]], "lowdin_charge": [-0.003, -0.072, -0.067, -0.314, -0.046, -0.023, 0.017, 0.122, -0.357, -0.107, -0.033, 0.055, 0.096, 0.094, 0.116, 0.132, 0.134, 0.111, 0.101, 0.045]}

=====

(3)
{"formula": "C5H9N3O3P", "method": "the ωB97M-V functional and the def2-TZVPD basis", "de_lowest_kj_mol": 0.0, "total_charge": -1, "smiles": "CCO[P@](=O)([O-])c1[nH]cnc1N", "energy_ev": -25236.37807, "homo_lumo_gap_ev": 7.87, "homo_ha": -0.1506, "elements": ["C", "C", "O", "P", "O", "O", "C", "N", "C", "N", "C", "N", "H", "H", "H", "H", "H", "H", "H", "H", "H"], "xyz": [[-1.910, 1.070, 0.532], [-0.761, 0.778, 1.436], [-0.605, -0.591, 1.738], [-0.545, -1.836, 0.629], [-1.717, -1.762, -0.315], [-0.323, -3.131, 1.445], [1.031, -1.372, -0.167], [2.193, -1.762, 0.513], [3.197, -1.473, -0.256], [2.891, -0.975, -1.430], [1.551, -0.842, -1.433], [0.883, -0.141, -2.393], [-1.645, 0.753, -0.560], [-2.748, 0.466, 0.807], [-2.318, 2.052, 0.710], [-0.995, 1.214, 2.378], [0.291, 1.048, 1.106], [2.112, -2.225, 1.427], [4.285, -1.560, 0.171], [-0.101, -0.325, -2.358], [1.274, -0.130, -3.321]], "atomic_forces_ev_per_a": [[0.480, -0.669, -2.432], [1.641, -0.954, -0.316], [-0.530, -1.563, 0.240], [-0.672, -1.542, 0.912], [1.121, 0.333, 0.257], [0.202, 2.642, -1.257], [0.347, 0.234, -2.057], [-2.717, 0.037, 0.605], [5.002, -0.377, 0.777], [0.442, 0.701, -0.317], [-0.700, -1.632, 3.849], [-0.570, 0.390, -0.507], [-0.783, 1.109, 1.851], [-0.341, -0.935, 0.206], [0.435, 0.882, -0.598], [0.234, 0.661, 0.966], [-1.356, 0.687, -0.072], [0.298, 0.310, -0.789], [-2.178, -0.038, -1.230], [-0.444, -0.057, -0.210], [0.090, -0.218, 0.123]], "lowdin_charge": [-0.114, -0.336, -0.285, 0.343, -0.379, -0.406, -0.192, 0.041, -0.304, 0.068, -0.401, 0.100, 0.096, 0.059, 0.055, 0.089, 0.126, 0.155, 0.136, 0.071, 0.078]}

=====

(4)
{"formula": "C5H9N3S", "method": "the ωB97M-V functional and the def2-TZVPD basis", "de_lowest_kj_mol": 273.0, "energy_ev": -20632.96257, "homo_lumo_gap_ev": 9.50, "homo_ha": -0.3157, "elements": ["C", "C", "C", "C", "C", "N", "N", "N", "S", "H", "H", "H", "H", "H", "H", "H", "H", "H"], "xyz": [[0.115, 0.347, -1.843], [-0.384, 1.603, -2.131], [-0.586, -0.022, -0.696], [0.165, 0.020, 2.327], [0.944, -0.821, 1.397], [-1.361, 0.919, -0.274], [0.427, -2.513, -0.807], [-1.250, 1.928, -1.177], [-0.320, -1.649, 0.231], [0.910, -0.141, -2.404], [0.148, 2.246, -2.730], [-0.116, 0.854, 1.490], [-0.686, -0.550, 2.753], [0.663, 0.349, 3.203], [1.484, -1.561, 1.900], [1.715, -0.195, 0.839], [0.031, -3.495, -0.813], [-1.899, 2.680, -1.265]], "atomic_forces_ev_per_a": [[0.279, 0.354, -1.061], [1.323, -2.205, 0.738], [1.075, -1.992, 0.565], [-1.976, 1.590, -2.352], [0.677, 0.397, -1.551], [-2.304, 1.195, 0.297], [0.127, -1.989, -0.672], [0.186, -0.627, 0.404], [0.487, 2.270, 0.348], [-0.416, -0.102, 0.401], [0.196, 1.744, -1.704], [-0.222, -1.201, 3.346], [-0.037, 0.546, -0.675], [0.977, 0.816, 0.388], [0.676, -1.764, 0.458], [-1.109, -0.933, 0.231], [0.421, 1.656, 0.149], [-0.359, 0.244, 0.689]], "lowdin_charge": [-0.064, -0.114, -0.480, -0.193, -0.417, 0.028, -0.420, 0.000, 0.924, 0.105, 0.092, 0.105, 0.074, 0.053, 0.050, 0.114, -0.005, 0.149]}

=====

(5)
{"formula": "C5H9N3S", "method": "the ωB97M-V functional and the def2-TZVPD basis", "de_lowest_kj_mol": 537.6, "energy_ev": -20630.22029, "homo_lumo_gap_ev": [7.50, 7.50], "homo_ha": [-0.2590, -0.2590], "elements": ["C", "C", "C", "C", "C", "N", "N", "N", "S", "H", "H", "H", "H", "H", "H", "H", "H", "H"], "xyz": [[-3.337, -1.161, 0.915], [-1.395, -0.941, -0.100], [2.280, 0.435, -1.416], [-1.457, 0.312, 1.910], [1.025, -0.466, -1.332], [-3.654, -1.731, -0.170], [0.291, 0.062, -0.314], [-2.080, -0.531, 0.982], [-2.302, -1.855, -1.160], [-4.158, -1.210, 1.612], [1.763, 1.403, -1.481], [2.738, 0.190, -0.406], [2.687, 0.248, -2.374], [-1.791, 1.469, 1.777], [-1.764, -0.142, 2.879], [-0.436, 0.361, 1.731], [1.567, -1.546, -1.227], [0.303, -0.438, -2.210]], "atomic_forces_ev_per_a": [[-0.695, 1.264, 0.467], [4.780, 3.083, -0.806], [-2.928, 0.179, 1.583], [-2.816, 2.987, 2.411], [0.471, -3.049, -2.295], [-0.077, -1.636, -0.960], [-3.932, -1.311, 3.351], [-0.781, -2.807, -3.211], [-0.140, 0.578, 0.504], [0.466, 0.849, 0.968], [1.064, 0.419, 0.458], [0.387, 0.872, -1.733], [1.405, -0.375, -0.454], [0.306, -2.799, 0.478], [0.613, 1.104, -0.128], [1.888, -0.485, -0.247], [-1.637, 1.572, -0.112], [1.627, -0.445, -0.275]], "lowdin_charge": [-0.253, -0.417, -0.121, -0.066, -0.568, -0.269, -0.019, -0.168, 1.040, 0.132, 0.062, 0.095, 0.049, 0.155, 0.107, 0.025, 0.124, 0.092]}

=====

(6)
{"formula": "C5H9N3S", "method": "the ωB97M-V functional and the def2-TZVPD basis", "de_lowest_kj_mol": 321.4, "energy_ev": -20632.46070, "homo_lumo_gap_ev": 8.50, "homo_ha": -0.2832, "elements": ["C", "C", "C", "C", "C", "N", "N", "N", "S", "H", "H", "H", "H", "H", "H", "H", "H", "H"], "xyz": [[-3.524, 0.431, -1.294], [-3.441, -0.919, -1.153], [-1.308, 0.305, -0.855], [2.986, 1.640, -0.018], [1.206, -1.109, 1.477], [-2.313, 1.144, -1.102], [2.683, 0.544, 0.661], [1.523, -0.014, 0.601], [-1.833, -1.331, -0.678], [-4.478, 0.958, -1.409], [-4.099, -1.577, -1.539], [3.918, 2.158, 0.201], [2.380, 1.728, -0.870], [-0.259, 0.350, -0.594], [1.969, -1.265, 2.285], [0.194, -1.127, 1.842], [1.087, -2.171, 0.993], [3.308, 0.256, 1.455]], "atomic_forces_ev_per_a": [[1.277, 0.610, 0.698], [2.624, 2.380, 0.754], [-2.604, -0.437, 0.358], [1.314, -1.382, 0.879], [1.345, -2.527, -0.493], [0.460, -1.155, -0.036], [-0.207, 0.661, 1.813], [-0.951, -0.696, -0.664], [-0.374, -0.385, -0.849], [0.680, -0.010, -0.386], [-2.216, -2.269, -0.446], [-0.385, -0.349, -0.244], [-0.606, 0.877, -0.909], [0.088, 1.329, -0.125], [-0.681, 0.234, -0.239], [-0.382, 1.212, 0.666], [1.005, 1.636, -0.008], [-0.386, 0.272, -0.769]], "lowdin_charge": [-0.242, -0.415, -0.454, 0.004, -0.164, -0.030, -0.148, -0.114, 0.948, 0.104, 0.019, 0.061, 0.049, 0.012, 0.073, 0.040, 0.089, 0.169]}